Molecular formula: C30H44Br2N13TeV
Method: DFT, ωB97M-V/def2-TZVPD

Values from the calculation:
Net charge: +1
Lowest unoccupied orbital energy (spin up / spin down): -3.39 / -3.59 eV
ΔE to the lowest compared entry with this formula, charge and spin: 34.75 kJ/mol
Spin multiplicity: 4
Total energy: -8241.243457 hartree
E_HOMO (spin up / spin down): -8.8 / -9.1 eV
Orbital gap (spin up / spin down): 5.4 / 5.5 eV

Structure (XYZ):
```
91
C30H44Br2N13TeV (ωB97M-V/def2-TZVPD)
H -3.5426 2.3248 1.9458
C 2.4952 -0.5160 -0.9963
H 0.5977 1.1038 -2.5577
C 3.9067 0.7951 2.2608
N -1.5671 0.4505 1.4266
H -0.4033 -3.6808 -0.9538
Te -2.4468 -1.7147 -0.8941
H -4.1441 -3.4148 -5.4863
N 0.0557 -2.5113 1.3001
H 4.4575 -0.0195 -1.6963
H 2.8197 0.8976 4.1116
H 1.7589 -1.7871 -4.5189
H -0.6481 -5.4538 -4.1649
H -0.4857 -5.3608 -1.4826
C 3.4910 -0.4360 -1.9421
N -1.2175 -4.4623 3.7807
H -1.6930 0.5599 5.4268
H 0.8623 2.7152 -0.8136
H -2.7244 2.3897 -0.3799
H -2.3875 -6.4092 -6.0316
H -1.1787 2.9412 2.5816
N -0.9299 1.7048 -1.2471
H 4.7248 0.5193 0.3005
C -2.3874 -2.9733 -2.6153
N -0.5040 -3.8831 2.7323
C -3.3634 -3.5654 -4.7458
C 3.2321 -0.9008 -3.2250
C 0.9679 -3.4817 1.3939
C -0.4706 1.3184 -2.6037
H -2.6698 1.7870 -3.9472
C -2.6274 0.8792 4.9598
C 1.6253 0.1947 2.4769
H 1.8543 -3.5408 0.7848
C -2.3740 2.0474 -1.3591
C 3.8470 0.4362 0.9255
H -2.2880 3.4672 -4.3653
C 2.7911 0.6530 3.0586
N 1.5378 -0.1224 1.1647
N -1.7040 0.2545 2.8485
H -1.0821 1.3332 1.3030
C 0.0380 3.5655 -3.1562
N -0.6828 2.3645 -3.5967
H 0.7081 0.0881 3.0481
C -2.1192 2.6749 -3.6365
H -4.2826 2.4153 3.5350
C -3.6969 1.7707 2.8767
N 0.6352 -4.3899 2.3046
C 1.0529 -1.4855 -2.5211
H 0.6582 -4.2707 -2.2477
H 1.1057 3.3458 -3.1131
H -4.3020 0.8848 2.6555
H -3.2461 -5.1212 -6.8741
C -1.4184 -4.6991 -4.0161
H -1.9037 3.4068 4.1089
H -2.2029 -4.3646 3.5624
C -0.2052 2.9412 -0.8791
C -2.3773 -5.3410 -6.2546
H -3.3218 0.0321 4.9594
H -0.9183 -5.4287 3.8358
C -2.3760 1.3798 3.5452
H -0.5542 3.2732 0.1041
C -3.3893 -2.7901 -3.5871
H -2.2095 4.6374 -0.9451
N -0.4091 4.0237 -1.8335
C -1.8522 4.2985 -1.9186
H -4.1216 -0.7568 -3.4636
H -0.1252 4.3642 -3.8790
H -5.2249 -1.8992 -4.2489
C -1.4064 -3.9595 -2.8318
C -4.5043 -1.7815 -3.4386
C -1.4316 2.5737 3.5827
H -5.0325 -1.8878 -2.4903
H -2.0141 5.0936 -2.6456
H -2.2453 -0.5967 2.9575
H -2.4735 0.5640 0.9747
C 1.9993 -1.4279 -3.5276
C -0.3470 -4.3299 -1.8211
N -2.6165 3.1145 -2.3265
H -1.0132 0.4163 -2.8904
H 0.0682 -1.8954 -2.6957
H -2.9197 1.1487 -1.6337
Br 5.4930 1.4598 2.9676
Br 4.5613 -0.8128 -4.5207
C 2.6570 -0.0365 0.4213
N 1.2880 -1.0446 -1.2723
V -0.1515 -0.8144 0.1698
H -1.4844 -5.1443 -6.8512
H -3.0680 1.6689 5.5711
C -2.3830 -4.5174 -4.9896
N -0.8933 -2.7898 2.1942
H -0.5025 2.3219 4.1040
```



Molecular formula: C30H44BrClN2P2Pd
Method: DFT, ωB97M-V/def2-TZVPD

Values from the calculation:
Lowest unoccupied orbital energy: -0.12 eV
ΔE to the lowest compared entry with this formula, charge and spin: 0.00 kJ/mol
Total energy: -5123.738963 hartree
E_HOMO: -6.3 eV
Orbital gap: 6.1 eV

Structure (XYZ):
```
81
C30H44BrClN2P2Pd (ωB97M-V/def2-TZVPD)
H 6.3518 2.8135 -1.0721
C -0.1217 1.7204 -1.8159
H -3.5275 2.1135 -5.1123
H 4.1629 1.4125 -1.1335
H 3.5009 -1.5986 -2.5189
H -5.8532 5.7845 -3.4318
H -2.9862 -0.9081 -0.0603
C -2.5056 2.1801 -1.8755
C -0.3949 -3.5580 0.1123
H 6.4716 -2.0157 -3.2540
C -6.3626 4.1590 -6.8770
C -1.7668 1.1685 4.3101
C -1.2168 -0.5418 2.6901
H -3.7608 -2.5185 -0.1768
H 3.7036 -2.5331 -0.1447
H -5.0241 2.5755 -6.2731
H -1.2258 -5.4171 0.8058
H -4.2923 3.9914 -2.7704
N -6.9804 5.3031 -6.5661
C 4.5339 -1.2289 -2.6084
C -1.7025 -0.1918 3.9677
C -2.2785 -2.1534 -1.7579
C 5.4107 -2.2783 -3.3084
H 4.4958 -0.2979 -3.1913
H -0.6241 -3.1686 -3.9039
H 5.1514 -1.0271 2.1288
C 4.9675 -1.9317 1.5186
H -6.5357 3.7270 -7.8708
C -0.7198 1.6410 2.1797
C 4.1161 -1.6103 0.2693
H -1.4292 2.0550 -0.0427
C 0.7490 -2.4256 -2.3894
C -3.3597 -1.6824 -0.7574
C -5.2713 4.0788 -4.6861
H -1.0752 -1.5927 2.4297
H -2.2071 1.5131 5.2501
H -3.4570 2.3979 -1.3937
P 5.1834 -0.7835 -0.9557
H -7.3319 6.8021 -5.1694
H 0.7145 0.9800 -3.6759
C -1.5243 -4.5822 0.1592
P -0.5465 -2.1979 -1.1085
N -0.8684 0.3609 1.7486
H 7.2547 1.3189 -0.8777
C -5.4984 3.5060 -5.9710
H 5.2858 -3.2686 -2.8596
C 5.1103 1.0423 -0.7249
H -0.2528 2.3452 1.5103
C -5.9722 5.2847 -4.3982
C -3.5171 2.4726 -4.0757
H -0.3114 -3.0569 1.0897
H -2.4290 -4.1411 0.5925
H -1.3729 1.4713 -4.9533
H 6.4082 1.6395 -2.3920
H -2.0838 -0.9795 4.6437
C 0.1526 -2.4029 -3.7915
H -2.2692 -1.4510 -2.6054
H -4.1911 -1.2352 -1.3146
C -4.3374 3.4803 -3.7380
H 5.9471 -2.3454 1.2057
H -0.2762 -1.4193 -4.0168
C -2.4501 2.0445 -3.2487
Pd -0.7497 -0.1732 -0.3059
H 3.2942 -0.9301 0.4691
H -1.7707 -4.9945 -0.8264
C -1.3141 1.6075 -3.8860
H 5.0702 1.2611 0.3579
H 5.1457 -2.3647 -4.3672
C -6.7995 5.8633 -5.3612
C 6.3418 1.7406 -1.3077
C -1.3348 1.9758 -1.1274
H 1.4943 -1.6205 -2.2805
H 1.2733 -3.3723 -2.1621
H 0.9285 -2.5983 -4.5408
Cl -1.3368 3.7908 3.6985
H 4.4744 -2.6796 2.1649
Br 1.4667 1.7452 -0.8395
H 0.5787 -4.0452 -0.0623
C -1.2536 2.0979 3.3961
H -2.4879 -3.1563 -2.1359
C -0.1571 1.3724 -3.1664
```